[1]
2 unconnected molecules or ions with the total composition H2N3O2S at a distorted geometry, computed with ωB97M-V with the def2-TZVPD basis set.

## Properties
* DFT total energy: -713.91428 Ha
* net charge: -1

Atoms and positions in Å:
S -1.58 2.09 0.05
O 1.05 -1.79 0.14
O -1.67 -1.66 0.05
N -0.84 -0.68 -0.09
N 0.35 -0.71 -0.06
N 0.96 0.54 -0.19
H 1.44 0.90 0.63
H 0.29 1.31 -0.52

***

[2]
A molecular structure, C16H12MnN4O2S2 at a distorted geometry, computed with ωB97M-V with the def2-TZVPD basis set.

## Properties
* DFT total energy: -2933.86978 Ha
* spin multiplicity: 5
* net charge: -1

Atoms and positions in Å:
Mn 1.10 -0.66 -0.84
S 2.48 1.19 -1.05
S 1.71 -0.94 -3.04
O -0.50 0.09 -1.15
O 2.55 -1.79 -0.45
N 0.80 4.14 -2.77
N 0.44 -1.26 0.79
N -0.61 -0.45 1.05
N -0.31 1.08 -5.40
C -0.99 0.24 0.01
C -3.31 3.15 -0.47
C 1.61 0.69 -2.46
C 0.07 -2.11 3.04
C -2.07 1.22 0.23
C 2.82 -2.64 0.46
C 4.08 -3.46 0.29
C -3.77 2.16 1.66
C 0.85 -2.06 1.76
C 0.94 1.64 -3.25
C -2.34 2.20 -0.72
C 2.01 -2.83 1.58
C 0.89 3.00 -2.95
C 0.27 1.29 -4.43
C -2.79 1.21 1.43
C -4.03 3.13 0.71
H -4.32 2.16 2.59
H -4.80 3.88 0.90
H -2.56 0.46 2.16
H -3.50 3.92 -1.21
H 0.11 -1.14 3.53
H 4.78 -3.25 1.09
H 4.54 -3.21 -0.66
H -0.97 -2.33 2.82
H 3.83 -4.52 0.31
H 2.29 -3.53 2.34
H 0.47 -2.86 3.72
H -1.77 2.23 -1.63

***

[3]
C7H8N2O2S in the gas phase at a distorted geometry, computed with ωB97M-V with the def2-TZVPD basis set.

## Properties
* DFT total energy: -929.52926 Ha

Atoms and positions in Å:
S -4.11 -0.52 0.17
O -3.40 -1.73 0.60
O -4.17 -0.24 -1.56
N 1.83 -1.50 -1.18
N 1.70 -0.13 -1.05
C -2.85 0.67 0.40
C 1.34 -2.08 -0.13
C 0.53 -1.14 0.73
C 0.51 0.15 -0.24
C 0.47 1.37 0.54
C -1.96 1.39 0.65
C -0.67 1.89 1.01
H -0.44 0.13 -0.85
H 1.73 0.38 -1.96
H 1.38 1.73 0.92
H -0.72 2.62 1.85
H -0.56 -1.58 0.88
H 1.28 -3.12 -0.15
H 1.03 -0.84 1.61
H -3.31 -0.42 -1.91

***

[4]
A molecular structure, C4H3NO3 at a distorted geometry, computed with ωB97M-V with the def2-TZVPD basis set.

## Properties
* DFT total energy: -434.66213 Ha

Atoms and positions in Å:
O 1.19 -1.12 -0.01
O -1.10 -1.01 0.04
O -2.41 0.82 -0.03
N 1.85 0.95 -0.04
C 2.16 -0.26 -0.03
C 0.12 -0.33 -0.03
C -2.26 -0.37 -0.04
C 0.47 0.95 0.03
H -0.06 1.89 0.16
H 3.20 -0.52 0.03
H -3.16 -0.99 -0.06

***

Computed energy relative to the best compared isomer or geometry (same formula, charge and spin) (kcal/mol) in order:
108.5; 31.3; 138.4; 40.9